1.
{"formula": "C21H16IN3O6V", "method": "ωB97M-V with the def2-TZVPD basis set", "relative_energy_kj_mol": 200.7, "energy_ha": -2666.19871, "total_charge": 3, "species": ["I", "V", "O", "O", "O", "O", "O", "O", "N", "N", "N", "C", "C", "C", "C", "C", "C", "C", "C", "C", "C", "C", "C", "C", "C", "C", "C", "C", "C", "C", "C", "C", "H", "H", "H", "H", "H", "H", "H", "H", "H", "H", "H", "H", "H", "H", "H", "H"], "positions_angstrom": [[-0.180, 2.227, -2.251], [1.366, 0.704, -0.495], [-3.039, -3.434, -0.592], [1.130, -0.482, 1.287], [1.298, -0.675, -1.359], [2.501, 1.806, -1.031], [1.077, -0.453, 3.528], [2.780, 4.011, -1.385], [-0.916, -0.073, -0.339], [1.293, -4.039, -2.420], [1.510, 1.949, 1.050], [-0.665, -3.668, -1.133], [1.610, 2.454, 3.384], [-1.800, 2.094, -0.827], [0.184, -4.490, -1.901], [-3.830, 1.797, 1.006], [-1.873, 0.903, -0.083], [1.355, 1.582, 2.329], [-2.728, 3.107, -0.696], [2.041, 3.745, 3.075], [-3.743, 2.956, 0.247], [-0.309, -2.322, -0.996], [2.333, 4.076, 1.753], [0.936, -1.863, -1.560], [-2.912, 0.773, 0.846], [-1.919, -4.266, -0.522], [2.518, 3.095, -0.681], [2.074, 3.126, 0.771], [-1.210, -1.308, -0.500], [1.150, 0.112, 2.377], [3.040, -2.434, -2.861], [1.742, -2.822, -2.292], [1.506, 2.131, 4.410], [3.825, -3.123, -2.539], [-3.660, -3.742, -1.267], [-4.458, 3.755, 0.381], [-2.989, -0.126, 1.439], [2.781, 5.025, 1.491], [2.220, 4.459, 3.866], [-4.629, 1.686, 1.725], [-1.689, -4.420, 0.546], [-2.666, 3.996, -1.307], [-2.244, -1.667, -0.374], [3.309, -1.402, -2.621], [1.059, -1.432, 3.550], [2.992, -2.558, -3.950], [-0.066, -5.516, -2.131], [-2.105, -5.253, -0.952]]}


2.
{"formula": "C21H16N2O", "method": "ωB97M-V with the def2-TZVPD basis set", "smiles": "c1ccc(C2=NO[C@@H]3c4ccccc4Nc4ccccc4[C@H]23)cc1", "relative_energy_kj_mol": 300.2, "energy_ha": -994.53695, "species": ["O", "N", "N", "C", "C", "C", "C", "C", "C", "C", "C", "C", "C", "C", "C", "C", "C", "C", "C", "C", "C", "C", "C", "C", "H", "H", "H", "H", "H", "H", "H", "H", "H", "H", "H", "H", "H", "H", "H", "H"], "positions_angstrom": [[-0.990, 0.352, -2.883], [0.237, 0.940, -2.558], [-0.726, 0.630, 0.940], [-3.564, 0.471, -1.519], [2.067, 0.716, -0.965], [2.959, -0.254, -0.489], [-0.009, -1.541, 0.113], [-4.503, 1.265, -0.848], [-2.273, 0.198, -0.963], [4.226, 0.076, 0.067], [0.800, 0.292, -1.595], [0.315, -3.332, 1.704], [3.724, 2.417, -0.257], [-1.952, 0.748, 0.317], [-4.169, 1.841, 0.385], [2.499, 2.059, -0.848], [0.068, -0.957, -1.276], [-2.910, 1.568, 0.947], [-1.282, -0.588, -1.817], [4.603, 1.420, 0.212], [-0.328, -0.682, 1.194], [0.362, -2.876, 0.380], [0.040, -2.455, 2.777], [-0.269, -1.112, 2.491], [0.058, -2.815, 3.778], [-0.469, 1.281, 1.685], [0.634, -3.596, -0.377], [-2.682, 2.030, 1.894], [5.572, 1.666, 0.660], [-4.879, 2.400, 0.989], [0.628, -4.338, 1.914], [1.791, 2.870, -1.154], [-3.773, 0.032, -2.493], [2.728, -1.303, -0.604], [-5.460, 1.450, -1.281], [0.469, -1.721, -1.925], [4.848, -0.702, 0.483], [-0.605, -0.438, 3.280], [-1.734, -1.486, -2.222], [3.949, 3.474, -0.137]]}


3.
{"formula": "C21H16N3O5W", "method": "ωB97M-V with the def2-TZVPD basis set", "relative_energy_kj_mol": 0.0, "energy_ha": -1416.39904, "total_charge": 3, "species": ["W", "O", "O", "O", "O", "O", "N", "N", "N", "C", "C", "C", "C", "C", "C", "C", "C", "C", "C", "C", "C", "C", "C", "C", "C", "C", "C", "C", "C", "C", "H", "H", "H", "H", "H", "H", "H", "H", "H", "H", "H", "H", "H", "H", "H", "H"], "positions_angstrom": [[0.007, -0.082, -0.256], [1.589, -0.713, -0.973], [3.855, -1.074, -0.944], [-0.900, 0.453, 1.253], [-0.980, 1.533, 3.281], [-0.189, -1.955, 0.743], [3.586, 4.779, 2.167], [1.517, 0.203, 1.279], [-1.103, -1.421, -1.525], [-1.144, -1.327, -2.879], [-1.032, 1.363, -1.445], [3.753, -0.056, 1.997], [2.764, -0.171, 1.031], [-2.345, -3.468, -1.680], [1.144, 0.668, 2.467], [-1.482, -2.621, 0.530], [3.387, 0.466, 3.238], [2.760, 4.335, 1.504], [2.061, 0.829, 3.494], [0.400, 3.851, 0.999], [-1.781, -2.257, -3.666], [-1.675, -2.515, -0.948], [1.210, 2.158, -1.057], [1.780, 3.681, 0.689], [2.922, -0.715, -0.352], [-0.319, 0.963, 2.513], [-2.416, -3.334, -3.061], [-0.554, 3.146, 0.329], [-0.163, 2.284, -0.738], [2.190, 2.860, -0.344], [-0.628, -0.498, -3.337], [-2.246, -2.086, 1.100], [3.235, 2.782, -0.614], [-0.846, 1.259, -2.509], [1.748, 1.217, 4.455], [-1.775, -2.134, -4.741], [-2.932, -4.078, -3.655], [-1.410, -3.650, 0.876], [1.491, 1.618, -1.958], [-1.603, 3.241, 0.582], [4.767, -0.369, 1.779], [-2.086, 1.328, -1.169], [0.127, 4.541, 1.788], [0.172, -2.124, 1.624], [4.133, 0.579, 4.016], [-2.789, -4.316, -1.175]]}


4.
{"formula": "C21H16N4O2Tb", "method": "ωB97M-V with the def2-TZVPD basis set", "multiplicity": 7, "relative_energy_kj_mol": 65.6, "energy_ha": -2003.70260, "total_charge": 1, "species": ["Tb", "O", "O", "N", "N", "N", "N", "C", "C", "C", "C", "C", "C", "C", "C", "C", "C", "C", "C", "C", "C", "C", "C", "C", "C", "C", "C", "C", "H", "H", "H", "H", "H", "H", "H", "H", "H", "H", "H", "H", "H", "H", "H", "H"], "positions_angstrom": [[-0.400, -0.038, -0.238], [1.133, -1.372, 0.033], [-0.703, 1.751, 0.559], [-0.632, -0.691, 1.803], [-2.591, -0.200, -1.020], [0.209, -1.716, 2.122], [-4.732, 0.325, -0.754], [-3.602, -3.296, 0.768], [1.998, -3.122, 1.412], [3.689, -5.277, 1.841], [1.921, -3.846, 2.604], [3.784, -4.550, 0.665], [-1.787, 1.925, 1.286], [-2.567, 3.084, 1.097], [-2.707, -2.445, 0.151], [-4.955, -2.965, 0.917], [-1.377, -0.120, 2.697], [-4.580, -0.907, -0.162], [2.764, -4.919, 2.812], [-4.083, 2.448, 2.850], [-3.217, -1.232, -0.323], [-3.538, 0.698, -1.237], [-2.180, 1.028, 2.340], [-5.471, -1.768, 0.467], [1.073, -2.009, 1.165], [-3.315, 1.335, 3.107], [-3.697, 3.329, 1.843], [2.944, -3.474, 0.446], [4.336, -6.124, 2.002], [-5.598, 0.840, -0.811], [1.192, -3.551, 3.340], [-3.376, 1.632, -1.751], [-4.960, 2.657, 3.441], [4.516, -4.827, -0.078], [-4.276, 4.220, 1.655], [-3.262, -4.254, 1.132], [-1.661, -2.730, -0.004], [3.010, -2.904, -0.470], [2.708, -5.481, 3.730], [-6.513, -1.515, 0.580], [-1.374, -0.473, 3.730], [-3.590, 0.662, 3.905], [-5.615, -3.676, 1.386], [-2.230, 3.799, 0.360]]}


5.
{"formula": "C21H16N4O6", "method": "ωB97M-V with the def2-TZVPD basis set", "smiles": "COc1cc(/C=N/NC(=O)c2cccnc2)ccc1OC(=O)c1ccc([N+](=O)[O-])cc1", "relative_energy_kj_mol": 1782.1, "energy_ha": -1479.53441, "species": ["O", "O", "O", "O", "O", "O", "N", "N", "N", "N", "C", "C", "C", "C", "C", "C", "C", "C", "C", "C", "C", "C", "C", "C", "C", "C", "C", "C", "C", "C", "C", "H", "H", "H", "H", "H", "H", "H", "H", "H", "H", "H", "H", "H", "H", "H", "H"], "positions_angstrom": [[7.854, -1.172, 0.040], [-2.385, -1.087, -1.772], [-1.968, 0.242, 0.343], [-1.394, -2.635, 0.362], [-8.993, 1.089, -0.445], [-8.404, 1.883, 1.386], [-8.250, 1.346, 0.423], [4.392, -1.058, 0.133], [5.616, -1.378, -0.042], [7.280, 2.942, 0.825], [-6.450, 0.208, -1.086], [5.485, 1.289, -0.902], [-0.332, -1.984, 0.142], [-2.850, -0.228, -0.764], [0.903, -2.330, 0.300], [-4.124, 0.196, -0.349], [6.696, -0.722, -0.162], [1.726, 0.059, 0.069], [6.356, 3.480, -0.347], [-0.562, -0.469, 0.258], [-1.224, -3.999, 0.417], [-6.723, 0.695, 0.093], [6.486, 0.639, -0.147], [-4.997, -0.005, -1.440], [7.353, 1.653, 0.596], [0.388, 0.510, 0.127], [-5.886, 1.049, 1.162], [5.466, 2.939, -0.888], [1.924, -1.457, 0.361], [3.294, -1.858, 0.254], [-4.515, 0.688, 0.693], [3.414, -2.847, 0.097], [-0.534, -4.372, 1.178], [2.608, 0.894, 0.129], [0.222, 1.354, 0.205], [-2.194, -4.530, 0.422], [6.379, 4.478, -0.003], [8.046, 1.317, 1.281], [4.533, 3.304, -1.281], [-6.127, 1.715, 1.719], [-0.639, -4.211, -0.632], [4.749, 0.706, -1.464], [-3.674, 0.889, 1.571], [5.728, -2.639, 0.096], [-4.823, -0.531, -2.182], [-7.221, 0.099, -2.007], [1.338, -3.363, 0.244]]}